No. 1
{
  "formula": "C30H63BO15S7",
  "method": "ωB97M-V with the def2-TZVPD basis set",
  "elements": ["B", "C", "C", "O", "H", "H", "H", "H", "H", "H", "H", "C", "C", "C", "S", "O", "O", "C", "H", "H", "H", "H", "H", "H", "H", "H", "C", "C", "C", "S", "O", "O", "C", "H", "H", "H", "H", "H", "H", "H", "H", "C", "C", "C", "S", "O", "O", "C", "H", "H", "H", "H", "H", "H", "H", "H", "C", "C", "C", "S", "O", "O", "C", "H", "H", "H", "H", "H", "H", "H", "H", "C", "C", "C", "S", "O", "O", "C", "H", "H", "H", "H", "H", "H", "H", "H", "C", "C", "C", "S", "O", "O", "C", "H", "H", "H", "H", "H", "H", "H", "H", "C", "C", "C", "S", "O", "O", "C", "H", "H", "H", "H", "H", "H", "H", "H"],
  "xyz": [[-1.452, -1.646, 8.842], [-2.869, -2.524, 8.651], [-4.076, -1.462, 9.105], [-5.424, -2.044, 8.999], [-1.018, -1.562, 9.932], [-0.982, -1.120, 7.878], [-2.986, -2.851, 7.514], [-2.838, -3.462, 9.375], [-3.910, -0.503, 8.456], [-3.851, -1.145, 10.233], [-5.743, -2.071, 8.049], [-0.893, 0.844, 3.422], [-1.149, -0.250, 2.386], [-0.874, -1.593, 3.060], [-1.201, -1.355, 4.800], [0.043, -1.501, 5.526], [-2.401, -2.082, 5.164], [-1.592, 0.380, 4.692], [-1.269, 1.815, 3.088], [0.185, 0.940, 3.600], [-2.195, -0.207, 2.061], [-0.524, -0.119, 1.497], [-1.528, -2.379, 2.672], [0.172, -1.890, 2.949], [-1.244, 0.898, 5.587], [-2.678, 0.474, 4.600], [1.641, 4.661, 4.867], [3.123, 4.418, 4.582], [3.214, 3.595, 3.298], [1.760, 3.999, 2.341], [0.932, 2.816, 2.241], [2.153, 4.772, 1.180], [1.033, 5.097, 3.542], [1.495, 5.416, 5.644], [1.172, 3.729, 5.207], [3.629, 5.380, 4.441], [3.616, 3.906, 5.415], [4.109, 3.846, 2.723], [3.195, 2.522, 3.508], [-0.055, 5.008, 3.519], [1.334, 6.117, 3.288], [2.407, 3.337, -2.437], [2.151, 2.243, -3.473], [2.426, 0.900, -2.799], [2.099, 1.138, -1.059], [3.343, 0.992, -0.332], [0.899, 0.411, -0.695], [1.708, 2.873, -1.167], [2.031, 4.308, -2.771], [3.485, 3.433, -2.259], [1.105, 2.286, -3.798], [2.776, 2.374, -4.362], [1.772, 0.114, -3.187], [3.472, 0.603, -2.910], [2.056, 3.391, -0.272], [0.622, 2.967, -1.259], [-5.077, -4.088, -0.230], [-4.237, -4.110, -1.506], [-3.083, -3.127, -1.313], [-2.768, -3.066, 0.445], [-3.090, -1.739, 0.925], [-1.498, -3.706, 0.724], [-4.083, -4.171, 0.919], [-5.795, -4.913, -0.201], [-5.639, -3.148, -0.173], [-3.840, -5.120, -1.664], [-4.833, -3.851, -2.387], [-2.181, -3.460, -1.832], [-3.355, -2.121, -1.643], [-4.506, -3.860, 1.876], [-3.661, -5.177, 1.003], [8.483, 1.982, -3.164], [7.563, 0.809, -2.828], [6.308, 1.383, -2.174], [6.115, 3.035, -2.827], [6.294, 3.981, -1.746], [4.962, 3.069, -3.705], [7.594, 3.028, -3.821], [9.302, 1.680, -3.823], [8.919, 2.385, -2.243], [7.290, 0.283, -3.751], [8.055, 0.085, -2.171], [5.421, 0.791, -2.416], [6.420, 1.459, -1.089], [8.040, 4.023, -3.834], [7.314, 2.726, -4.835], [3.871, 3.024, -7.857], [4.711, 3.002, -9.133], [5.865, 3.984, -8.940], [6.180, 4.045, -7.182], [5.859, 5.373, -6.702], [7.450, 3.406, -6.903], [4.865, 2.940, -6.708], [3.154, 2.199, -7.828], [3.309, 3.964, -7.800], [5.109, 1.992, -9.291], [4.115, 3.261, -10.014], [6.767, 3.652, -9.459], [5.594, 4.991, -9.270], [4.442, 3.251, -5.751], [5.287, 1.934, -6.624], [-9.851, -7.590, -0.380], [-9.600, -6.678, 0.820], [-8.497, -5.697, 0.428], [-8.606, -5.505, -1.345], [-7.405, -6.049, -1.942], [-9.090, -4.174, -1.652], [-9.934, -6.669, -1.588], [-10.766, -8.177, -0.260], [-9.013, -8.288, -0.496], [-10.518, -6.126, 1.057], [-9.322, -7.250, 1.711], [-8.634, -4.725, 0.908], [-7.506, -6.094, 0.665], [-9.804, -7.191, -2.537], [-10.873, -6.108, -1.592]],
  "total_charge": 0,
  "smiles": "O=S1(=O)CCCC1.O=S1(=O)CCCC1.O=S1(=O)CCCC1.O=S1(=O)CCCC1.O=S1(=O)CCCC1.O=S1(=O)CCCC1.O=S1(=O)CCCC1.BCCO"
}


No. 2
{
  "formula": "C30H63N3O15",
  "method": "ωB97M-V with the def2-TZVPD basis set",
  "elements": ["C", "N", "O", "O", "H", "H", "H", "C", "N", "O", "O", "H", "H", "H", "C", "N", "O", "O", "H", "H", "H", "C", "C", "O", "C", "H", "H", "H", "H", "H", "H", "C", "C", "O", "C", "H", "H", "H", "H", "H", "H", "C", "C", "O", "C", "H", "H", "H", "H", "H", "H", "C", "C", "O", "C", "H", "H", "H", "H", "H", "H", "C", "C", "O", "C", "H", "H", "H", "H", "H", "H", "C", "C", "O", "C", "H", "H", "H", "H", "H", "H", "C", "C", "O", "C", "H", "H", "H", "H", "H", "H", "C", "C", "O", "C", "H", "H", "H", "H", "H", "H", "C", "C", "O", "C", "H", "H", "H", "H", "H", "H"],
  "xyz": [[3.066, -3.964, 0.819], [1.763, -4.637, 1.017], [1.844, -5.789, 1.470], [0.712, -4.094, 0.663], [2.833, -2.900, 0.771], [3.593, -4.266, -0.086], [3.686, -4.078, 1.708], [-3.783, -0.408, 2.584], [-4.694, -1.576, 2.808], [-5.602, -1.732, 2.020], [-4.385, -2.323, 3.738], [-3.470, 0.008, 3.541], [-4.355, 0.271, 1.952], [-2.907, -0.806, 2.071], [0.608, -0.179, -0.228], [-0.725, 0.442, -0.282], [-1.596, -0.166, 0.241], [-0.868, 1.471, -0.876], [0.481, -1.166, 0.218], [1.237, 0.518, 0.324], [0.982, -0.241, -1.249], [-1.069, -1.381, -3.158], [-1.246, -2.575, -4.035], [-0.726, -3.635, -3.659], [-2.023, -2.512, -5.346], [-1.960, -1.103, -2.596], [-0.642, -0.576, -3.757], [-0.315, -1.744, -2.460], [-1.328, -2.178, -6.118], [-2.835, -1.787, -5.287], [-2.402, -3.497, -5.619], [-3.724, 5.050, 0.312], [-3.607, 5.293, -1.233], [-4.489, 5.904, -1.875], [-2.361, 4.737, -1.903], [-4.324, 4.155, 0.475], [-4.163, 5.944, 0.755], [-2.814, 4.863, 0.882], [-2.263, 3.707, -1.561], [-1.489, 5.264, -1.514], [-2.451, 4.830, -2.985], [-1.404, 2.855, 1.879], [-1.710, 3.547, 3.206], [-1.392, 4.702, 3.361], [-2.490, 2.719, 4.181], [-1.005, 3.534, 1.125], [-2.266, 2.330, 1.469], [-0.573, 2.206, 2.156], [-2.934, 3.378, 4.927], [-1.770, 1.989, 4.552], [-3.295, 2.320, 3.563], [5.809, -0.135, -1.087], [4.692, -0.534, -0.150], [3.548, -0.757, -0.573], [4.934, -0.343, 1.303], [5.649, 0.937, -1.195], [5.705, -0.663, -2.035], [6.792, -0.444, -0.731], [5.757, -0.951, 1.678], [3.999, -0.377, 1.861], [5.182, 0.705, 1.470], [-2.354, -3.779, -0.336], [-2.843, -4.350, 0.961], [-2.365, -4.022, 2.031], [-3.888, -5.509, 1.013], [-3.217, -3.393, -0.878], [-1.793, -4.551, -0.862], [-1.741, -2.945, 0.007], [-4.893, -5.151, 0.790], [-3.828, -5.972, 1.998], [-3.529, -6.213, 0.262], [1.141, 2.387, -3.260], [0.970, 3.542, -4.268], [0.413, 3.417, -5.370], [1.485, 4.910, -3.861], [2.038, 1.809, -3.484], [0.343, 1.646, -3.303], [1.055, 2.707, -2.222], [0.859, 5.502, -3.192], [1.549, 5.519, -4.762], [2.465, 4.842, -3.390], [2.101, 4.740, 2.418], [2.386, 3.645, 1.409], [3.080, 2.674, 1.726], [1.979, 3.867, -0.019], [2.790, 4.673, 3.260], [1.105, 4.682, 2.858], [2.257, 5.716, 1.957], [2.011, 2.956, -0.616], [2.672, 4.462, -0.613], [0.949, 4.225, -0.010], [-1.116, -0.818, 5.489], [-0.487, -1.055, 4.127], [-0.695, -0.255, 3.272], [0.336, -2.296, 3.967], [-1.955, -0.123, 5.465], [-0.430, -0.523, 6.284], [-1.533, -1.746, 5.881], [0.634, -2.408, 2.924], [-0.212, -3.196, 4.246], [1.225, -2.184, 4.587], [2.758, -2.417, -3.155], [3.115, -3.921, -3.148], [4.243, -4.254, -3.361], [2.121, -4.979, -2.737], [1.973, -2.139, -2.451], [2.325, -2.208, -4.133], [3.603, -1.744, -3.014], [2.448, -5.991, -2.975], [1.205, -5.068, -3.322], [1.825, -4.875, -1.693]],
  "total_charge": 0,
  "smiles": "C[N+](=O)[O-].C[N+](=O)[O-].C[N+](=O)[O-].CC(C)=O.CC(C)=O.CC(C)=O.CC(C)=O.CC(C)=O.CC(C)=O.CC(C)=O.CC(C)=O.CC(C)=O"
}


No. 3
{
  "formula": "C30H64BClN5O2S",
  "method": "ωB97M-V with the def2-TZVPD basis set",
  "elements": ["C", "C", "C", "C", "S", "C", "Cl", "N", "C", "N", "C", "C", "N", "C", "O", "C", "N", "C", "C", "C", "C", "C", "C", "N", "B", "O", "C", "C", "H", "H", "H", "H", "H", "H", "H", "H", "H", "H", "H", "H", "H", "H", "H", "H", "H", "H", "H", "H", "H", "H", "H", "H", "H", "H", "H", "H", "H", "H", "H", "H", "H", "H", "H", "H", "C", "C", "C", "C", "C", "C", "H", "H", "H", "H", "H", "H", "H", "H", "H", "H", "H", "H", "H", "H", "C", "C", "C", "C", "C", "C", "H", "H", "H", "H", "H", "H", "H", "H", "H", "H", "H", "H", "H", "H"],
  "xyz": [[2.694, -0.792, -1.921], [3.164, -0.037, -0.943], [2.232, 0.540, 0.094], [2.093, 2.079, 0.144], [2.382, 2.826, -1.526], [3.145, 2.748, 1.051], [4.832, 2.376, 0.698], [3.005, 4.215, 0.982], [1.744, 4.641, 1.082], [1.392, 5.865, 0.756], [0.022, 6.359, 0.915], [-0.661, 6.537, -0.423], [-1.599, 7.326, -0.671], [2.376, 6.810, 0.238], [3.157, 7.225, 1.311], [4.065, 8.278, 0.975], [0.802, 3.749, 1.588], [0.680, 2.467, 0.782], [-0.408, 2.710, -0.272], [-1.765, 3.212, 0.269], [-2.977, 2.442, -0.265], [-4.309, 3.105, 0.145], [-5.090, 3.653, -1.045], [-5.723, 2.576, -1.802], [0.276, 1.355, 1.907], [1.202, 1.315, 2.918], [-0.994, 0.436, 1.955], [-1.128, -0.625, 0.831], [1.743, -1.303, -1.781], [3.199, -0.934, -2.868], [4.229, 0.136, -0.845], [1.246, 0.135, -0.160], [2.515, 0.217, 1.103], [1.387, 2.190, -2.152], [2.967, 2.438, 2.079], [3.553, 4.628, 0.234], [0.085, 7.332, 1.412], [-0.539, 5.687, 1.562], [-0.311, 5.890, -1.235], [-1.861, 7.887, 0.144], [1.823, 7.636, -0.225], [2.972, 6.333, -0.556], [4.355, 8.235, -0.079], [3.605, 9.247, 1.184], [4.953, 8.154, 1.591], [1.042, 3.545, 2.556], [-0.034, 3.467, -0.967], [-0.569, 1.808, -0.872], [-1.775, 3.242, 1.363], [-1.911, 4.247, -0.058], [-2.900, 2.474, -1.359], [-2.947, 1.405, 0.064], [-4.103, 3.927, 0.842], [-4.944, 2.385, 0.665], [-4.416, 4.269, -1.664], [-5.881, 4.317, -0.689], [-5.082, 2.122, -2.441], [-6.517, 2.907, -2.332], [1.114, 0.533, 3.484], [-1.906, 1.037, 1.989], [-0.979, -0.096, 2.915], [-2.186, -0.785, 0.611], [-0.669, -0.331, -0.114], [-0.753, -1.597, 1.151], [1.385, -3.343, 1.463], [2.775, -3.950, 1.340], [3.040, -4.621, -0.006], [2.137, -5.805, -0.348], [2.156, -6.941, 0.674], [3.526, -7.590, 0.839], [0.595, -4.092, 1.406], [1.272, -2.830, 2.422], [1.218, -2.612, 0.664], [2.936, -4.654, 2.161], [3.520, -3.160, 1.467], [4.087, -4.938, -0.025], [2.947, -3.869, -0.797], [2.436, -6.197, -1.324], [1.106, -5.456, -0.469], [1.437, -7.702, 0.357], [1.803, -6.578, 1.644], [3.883, -7.991, -0.111], [3.486, -8.414, 1.552], [4.270, -6.880, 1.204], [-5.004, -5.542, -0.715], [-4.200, -5.281, -1.984], [-2.833, -5.964, -1.993], [-1.885, -5.515, -0.879], [-1.595, -4.016, -0.852], [-0.907, -3.499, -2.112], [-4.495, -5.162, 0.173], [-5.980, -5.058, -0.763], [-5.170, -6.611, -0.573], [-4.081, -4.202, -2.127], [-4.768, -5.637, -2.847], [-2.360, -5.802, -2.965], [-2.976, -7.046, -1.909], [-0.940, -6.057, -0.988], [-2.291, -5.814, 0.091], [-0.954, -3.801, 0.006], [-2.522, -3.458, -0.689], [0.042, -4.017, -2.277], [-0.692, -2.430, -2.032], [-1.524, -3.641, -3.000]],
  "total_charge": 1
}


No. 4
{
  "formula": "C30H64BF8N6O7",
  "method": "ωB97M-V with the def2-TZVPD basis set",
  "elements": ["C", "C", "C", "C", "C", "C", "N", "C", "C", "C", "O", "C", "C", "F", "F", "C", "F", "F", "C", "F", "F", "C", "F", "F", "N", "B", "O", "O", "H", "H", "H", "H", "H", "H", "H", "H", "H", "H", "H", "H", "H", "H", "H", "H", "H", "H", "H", "H", "C", "C", "C", "O", "C", "N", "H", "H", "H", "H", "H", "H", "H", "H", "H", "H", "H", "C", "C", "C", "O", "C", "N", "H", "H", "H", "H", "H", "H", "H", "H", "H", "H", "H", "C", "C", "C", "O", "C", "N", "H", "H", "H", "H", "H", "H", "H", "H", "H", "H", "H", "C", "C", "C", "O", "C", "N", "H", "H", "H", "H", "H", "H", "H", "H", "H", "H", "H"],
  "xyz": [[5.143, -3.667, 1.298], [4.108, -2.589, 1.566], [2.677, -3.118, 1.346], [2.094, -3.596, 2.665], [1.756, -2.141, 0.691], [0.572, -1.612, 1.116], [0.102, -0.802, 0.102], [0.934, -0.831, -0.940], [0.697, -0.152, -2.228], [0.135, -1.097, -3.314], [-1.277, -1.120, -3.356], [-1.837, -2.176, -2.600], [-3.194, -1.696, -2.138], [-3.071, -0.522, -1.466], [-3.935, -1.453, -3.236], [-4.031, -2.696, -1.288], [-3.984, -3.893, -1.911], [-5.290, -2.263, -1.279], [-3.601, -2.922, 0.189], [-3.258, -1.735, 0.739], [-4.672, -3.395, 0.840], [-2.461, -3.935, 0.445], [-2.891, -5.172, 0.198], [-2.148, -3.830, 1.761], [1.964, -1.620, -0.603], [3.117, -1.890, -1.547], [2.864, -2.655, -2.634], [4.347, -1.399, -1.286], [5.067, -4.006, 0.269], [4.938, -4.530, 1.923], [6.150, -3.323, 1.489], [4.311, -1.725, 0.954], [4.174, -2.284, 2.606], [2.715, -3.988, 0.689], [1.116, -4.044, 2.534], [2.007, -2.765, 3.353], [2.756, -4.337, 3.093], [0.054, -1.760, 2.040], [-0.771, -0.297, 0.128], [-0.029, 0.627, -2.060], [1.600, 0.324, -2.594], [0.481, -0.717, -4.267], [0.549, -2.096, -3.206], [-1.214, -2.424, -1.748], [-1.987, -3.043, -3.238], [-1.552, -3.729, -0.112], [3.255, -2.294, -3.436], [4.342, -0.510, -0.916], [-2.014, 4.543, -5.522], [-0.559, 4.087, -5.564], [-0.377, 2.584, -5.324], [-0.513, 2.172, -3.971], [-1.846, 1.983, -3.523], [0.222, 4.909, -4.638], [-2.385, 4.614, -4.500], [-2.105, 5.532, -5.966], [-2.662, 3.862, -6.077], [-0.182, 4.281, -6.572], [0.646, 2.316, -5.604], [-1.053, 1.999, -5.960], [-2.484, 1.578, -4.312], [-2.282, 2.905, -3.132], [-1.810, 1.260, -2.716], [1.211, 4.706, -4.744], [-0.002, 4.624, -3.689], [7.912, -5.118, -3.133], [7.270, -3.856, -2.569], [7.201, -2.691, -3.565], [8.414, -2.009, -3.781], [9.296, -2.602, -4.719], [7.953, -3.487, -1.326], [8.997, -5.031, -3.181], [7.686, -5.970, -2.493], [7.541, -5.339, -4.135], [6.233, -4.099, -2.312], [6.523, -1.941, -3.144], [6.772, -3.018, -4.524], [8.744, -3.080, -5.534], [9.955, -3.336, -4.251], [9.912, -1.806, -5.132], [7.460, -2.715, -0.887], [8.862, -3.103, -1.568], [-4.591, -0.137, 5.586], [-3.998, 1.087, 4.893], [-2.890, 0.746, 3.888], [-1.642, 0.413, 4.466], [-1.527, -0.917, 4.927], [-3.566, 2.046, 5.908], [-3.932, -0.516, 6.367], [-5.533, 0.127, 6.061], [-4.784, -0.945, 4.876], [-4.799, 1.559, 4.316], [-2.699, 1.634, 3.280], [-3.216, -0.056, 3.208], [-2.079, -1.614, 4.284], [-1.881, -1.028, 5.954], [-0.470, -1.175, 4.910], [-3.290, 2.917, 5.461], [-2.717, 1.690, 6.339], [-6.172, 7.326, 3.549], [-4.738, 6.828, 3.396], [-4.546, 5.359, 3.795], [-4.522, 5.114, 5.186], [-5.789, 5.002, 5.811], [-3.843, 7.730, 4.123], [-6.419, 7.524, 4.591], [-6.301, 8.259, 3.004], [-6.888, 6.601, 3.158], [-4.479, 6.894, 2.335], [-3.565, 5.038, 3.429], [-5.299, 4.720, 3.312], [-6.518, 4.528, 5.147], [-6.170, 5.974, 6.134], [-5.656, 4.376, 6.692], [-2.877, 7.482, 3.933], [-3.960, 7.557, 5.118]],
  "total_charge": 1
}


no.,lowest unoccupied orbital energy (eV)
1,0.42
2,-0.19
3,-2.69
4,-2.83